(1)
Density functional theory data (wB97M-V/def2-TZVPD) for a 2-piece molecular cluster, CH4BrN2 overall in a non-equilibrium geometry.

XYZ file:
```
8
Properties=species:S:1:pos:R:3:forces:R:3
C 0.1225 -0.5308 0.0842 -2.647 0.116 -0.011
N -1.1811 -0.2030 -0.0208 2.356 2.442 -0.318
N 1.0546 0.3003 -0.0973 0.105 4.692 0.403
Br 2.8952 0.0988 0.0324 -1.216 0.094 0.039
H 0.3709 -1.5049 0.3991 0.169 -1.422 0.025
H -1.9196 -0.7992 -0.0937 -1.804 -2.870 0.272
H -1.4909 0.6714 -0.4543 0.852 -0.010 0.293
H 0.1483 1.9674 0.1506 2.185 -3.041 -0.703
```
Forces are in eV/Å.

Output
Calculated total energy: -2723.5780 Ha
Frontier orbital gap: 7.206 eV
Charge: +1

***

(2)
Density functional theory data (wB97M-V/def2-TZVPD) for one molecule with the formula CH4Cl2O2SSi in a non-equilibrium geometry.

XYZ file:
```
11
Properties=species:S:1:pos:R:3:forces:R:3
C -0.7169 0.3336 -0.0110 -0.103 -1.963 -2.436
O 0.6998 1.1044 1.9751 0.107 -0.278 3.089
O 0.5323 2.5851 -0.0158 0.357 -1.356 0.446
Si 2.5360 0.3557 -0.0539 -0.459 -2.184 -0.201
S 0.6673 1.2472 0.5759 -1.139 2.513 -2.631
Cl 4.0042 1.6481 0.3543 0.193 -0.085 0.487
Cl 2.3802 0.2031 -2.0436 0.029 -0.050 -1.002
H -0.6631 -0.0729 -1.0746 0.485 0.890 1.182
H -1.0077 -0.5138 0.5603 0.643 -0.916 1.005
H -1.6188 0.8744 0.0170 -0.745 1.683 0.033
H 2.4147 -1.1550 0.3974 0.633 1.747 0.030
```
Forces are in eV/Å.

Output
Calculated total energy: -1799.0962 Ha
Frontier orbital gap: 10.519 eV
SMILES: CS(=O)(=O)[SiH](Cl)Cl

***

(3)
Density functional theory data (wB97M-V/def2-TZVPD) for one molecule with the formula CH4Cl2P2 in a non-equilibrium geometry.

XYZ file:
```
9
Properties=species:S:1:pos:R:3:forces:R:3
C 0.6676 0.0395 -0.0388 2.381 -0.229 0.671
P -0.3320 -1.3010 -0.7951 -1.827 0.736 0.121
P -0.3755 1.3107 0.8721 0.878 1.155 0.159
Cl 1.8350 0.7342 -1.3004 -0.801 0.073 0.840
Cl 1.7908 -0.7477 1.2422 -0.545 0.108 -0.775
H -1.0383 -0.2887 -1.6460 0.832 -1.288 0.353
H 0.5628 -1.9268 -1.6782 0.237 0.570 -0.327
H -1.3738 0.3662 1.0965 -0.181 -0.258 0.745
H 0.3215 1.4858 2.2292 -0.974 -0.866 -1.787
```
Forces are in eV/Å.

Output
Calculated total energy: -1643.5161 Ha
Frontier orbital gap: 10.099 eV
SMILES: PC(P)(Cl)Cl

***

Question: Which value of calculated total energy does entry 2 give?
Answer: -1799.0962 Ha